Here is a molecular structure, C42H42FI2N3O3PSSc at a distorted geometry from the Open Molecules 2025 dataset. Energies are from ωB97M-V with the def2-TZVPD basis set.

Structure (ORCA input):
```
! RIJCOSX wB97M-V def2-TZVPD def2/J DEFGRID3
* xyz 0 1
I 1.58446 2.54172 2.12093
I 0.15383 -0.00301 4.16492
Sc 0.15693 0.72063 -0.40737
S -0.04960 3.34417 -1.33991
P -2.29320 1.52364 0.74280
F -1.08500 -5.15638 2.38766
O 0.75746 -0.78589 0.89027
O 2.18129 0.79765 -0.84125
O 4.37170 0.40157 -0.75340
N 3.69203 -3.53059 0.23184
N -0.70786 -0.26522 -1.71682
N 2.61676 3.35202 -1.62866
C 4.85334 -4.44122 0.15905
C -3.46905 1.55464 -1.75363
C 3.84515 -2.25546 -0.13723
C 2.49422 -3.95316 0.80224
C -3.34552 0.08543 1.14384
C 5.67004 -4.35093 1.44094
C 2.29444 -5.31437 1.12506
C -1.88083 3.93837 2.02126
C -3.07557 2.34988 3.35959
C 2.83296 5.93253 -2.36483
C 4.37522 -5.85017 -0.15426
C 3.84458 3.84672 -1.89202
C -2.81664 -1.18630 0.94782
C -2.48555 2.68396 2.14466
C 1.23821 1.79301 4.04815
C 1.46174 4.05422 -1.69256
C 0.25895 -3.41565 1.57848
C -0.41827 0.61686 -3.99450
C -0.60927 -0.62505 -3.11440
C -4.19130 2.07323 -2.81532
C 1.60189 5.40822 -2.09323
C 3.99809 5.14634 -2.26245
C 1.65968 -1.61546 0.63739
C -4.89326 -2.17568 1.64853
C -3.84210 3.58172 -0.51663
C 0.58867 -1.56092 -3.32770
C 1.08020 -5.68338 1.65118
C -3.58789 -2.31458 1.20494
C -4.73627 3.34948 -2.73806
C 0.08423 -4.73332 1.87287
C -3.29036 2.30878 -0.59329
C -5.43974 -0.90691 1.81500
C 2.89114 -1.28697 -0.00151
C 1.48148 -3.01604 1.02289
C 3.21079 0.07011 -0.56103
C -4.56192 4.10096 -1.58677
C -2.50359 4.50083 4.27532
C -4.67157 0.21604 1.55765
C 3.37935 -6.33287 0.89067
C -3.08767 3.25138 4.41661
C -1.87382 -1.35642 -3.59316
C -1.89790 4.84200 3.07206
H -3.55282 2.97071 5.35304
H 0.71590 2.56148 4.60448
H 0.45437 -2.47601 -2.74369
H -3.51920 1.37332 3.49580
H 2.21287 1.58409 4.46805
H 5.24505 -6.50763 -0.18129
H 0.54926 1.08534 -3.78907
H -0.45622 0.36993 -5.06168
H -4.31943 1.47801 -3.71104
H 5.45077 -4.07670 -0.67706
H 0.88023 -6.71966 1.89481
H -1.82046 -1.28963 0.53098
H 1.50483 -1.06904 -2.98913
H -1.42762 5.81003 2.95358
H -2.99404 0.58189 -1.82942
H -3.16972 -3.30068 1.04383
H -6.46824 -0.79626 2.13396
H -2.73544 -0.68432 -3.55459
H -2.51534 5.20355 5.09889
H 2.92525 -7.27316 0.57691
H 4.79731 -1.99055 -0.58130
H -5.28974 3.75627 -3.57497
H 3.89679 -6.53955 1.83152
H -5.10912 1.20225 1.66512
H -1.19569 1.35215 -3.77689
H 4.65126 3.13452 -1.78127
H 0.71483 -1.83624 -4.38109
H 3.92001 -5.86705 -1.14667
H -1.78238 -1.72383 -4.62002
H 2.91403 6.97031 -2.66327
H 5.06747 -4.60794 2.31314
H -3.72993 4.17963 0.37756
H 2.54078 2.34636 -1.36613
H -4.98528 5.09472 -1.51371
H 6.51845 -5.03445 1.39238
H 6.05214 -3.34059 1.58833
H 0.70194 6.00022 -2.17351
H 4.97851 5.54465 -2.47224
H -0.51471 -2.68287 1.75999
H -2.07700 -2.20422 -2.93440
H -1.38015 4.20418 1.09598
H -5.49457 -3.05337 1.84941
*
```

## Properties
gap between HOMO and LUMO: 5.80 eV
DFT total energy: -114596.6611 eV
energy relative to the best compared isomer or geometry (same formula, charge and spin): 66.5 kcal/mol
LUMO energy: -0.21 eV


Here is a molecular structure, C42H42FI2N3O3PSSc at a distorted geometry from the Open Molecules 2025 dataset. Energies are from ωB97M-V with the def2-TZVPD basis set.

Structure (ORCA input):
```
! RIJCOSX wB97M-V def2-TZVPD def2/J DEFGRID3
* xyz 0 1
I -0.49612 -2.06814 -2.72224
I -1.36233 -3.00515 0.70322
Sc -0.20278 0.01608 0.24007
S -0.79082 -0.40756 3.00434
P 0.09989 2.30455 -1.29258
F 3.16120 4.72314 4.12027
O 3.27335 -2.29931 -0.45493
O 1.31157 -1.28150 -0.10861
O 1.40251 1.11521 1.22470
N 5.45441 0.67071 1.19493
N -2.03219 0.32322 5.19650
N -1.94803 0.38319 -0.33696
C -1.37555 1.39340 -3.45231
C -3.97848 -0.59013 -1.31524
C -3.85739 1.86163 -0.88902
C -0.65040 3.47353 -5.15506
C 7.19814 2.61888 2.43187
C 4.61996 3.36473 -1.65107
C 1.84704 2.90749 -1.51086
C -0.99923 4.93357 1.64011
C 2.48338 3.74946 -0.60309
C -3.98634 0.29063 1.01076
C -3.38842 0.48417 -0.38789
C 2.63218 2.29583 -2.49408
C 3.85563 3.97699 -0.66900
C -2.44437 2.89529 4.52275
C -2.89062 2.43037 5.78653
C -0.68379 3.71957 -0.43105
C 3.49897 1.83167 1.97945
C 5.70019 2.68482 2.56207
C 3.99833 2.52366 -2.56994
C 3.28470 -0.21600 0.64343
C -1.48542 2.45640 -5.61179
C -0.17476 3.44209 -3.85341
C 7.57506 1.88943 1.15814
C 2.90434 2.85187 2.73321
C 2.59284 -1.37831 -0.03628
C -1.55680 0.70429 3.97942
C 4.65154 -0.24914 0.65150
C 7.36960 -0.25274 -0.11688
C -1.81354 5.85475 0.99122
C -2.07650 5.69496 -0.36141
C -0.45542 3.86801 0.93735
C -0.53497 2.40248 -2.99402
C -1.80767 2.07482 3.65277
C 5.09613 3.67891 3.28886
C -1.51296 4.63789 -1.06666
C 2.63253 0.88600 1.26071
C -1.17746 -3.51075 -1.34749
C 6.93697 0.51448 1.11976
C 3.70602 3.73912 3.37785
C 4.88648 1.72917 1.91287
C -2.66888 1.13009 6.08474
C -1.84507 1.41995 -4.76285
H -2.62250 3.92688 4.24115
H 7.13466 -1.31457 -0.07493
H 4.32161 4.63845 0.05356
H -0.78679 5.04745 2.69824
H 8.45247 -0.16277 -0.20582
H 6.91367 0.16626 -1.01672
H 5.69523 4.42599 3.79718
H -1.74575 4.52226 -2.11742
H -3.40240 3.07085 6.48801
H 0.15536 3.13290 1.44837
H 8.65591 1.77150 1.08258
H -1.85478 2.47983 -6.63030
H -5.05604 -0.45676 -1.47174
H 7.24581 -0.03515 2.01448
H 1.82777 2.91627 2.79151
H -2.97804 0.66322 7.00801
H 5.68711 3.54605 -1.71048
H 7.23761 2.45620 0.28297
H -3.81782 -1.58495 -0.88796
H 5.11806 -1.08815 0.15681
H -0.48840 -4.34215 -1.39521
H -4.95059 1.95161 -0.87214
H 7.60812 3.62909 2.44351
H -2.24566 6.68437 1.53697
H -3.43728 2.64276 -0.24840
H -3.52181 2.04572 -1.91432
H -3.48442 -0.55740 -2.28975
H -1.87663 -0.64984 5.42446
H -2.17142 -3.78842 -1.66903
H -3.63715 1.09241 1.67018
H -2.49463 0.62702 -5.11375
H -0.36686 4.28523 -5.81419
H -1.49373 2.41237 2.67679
H 1.90779 4.24473 0.17003
H -1.67693 0.62125 -2.75072
H 2.16967 1.62089 -3.20748
H 0.49276 4.22255 -3.50496
H 7.62364 2.09384 3.29294
H -2.72261 6.39596 -0.87498
H 4.57823 2.04319 -3.34887
H -3.65296 -0.66310 1.42743
H -5.08374 0.30535 0.99471
*
```

## Properties
gap between HOMO and LUMO: 5.74 eV
DFT total energy: -114595.6180 eV
energy relative to the best compared isomer or geometry (same formula, charge and spin): 90.6 kcal/mol
LUMO energy: -0.06 eV


Here is a molecular structure, C42H42FNO2PTl at a distorted geometry from the Open Molecules 2025 dataset. Energies are from ωB97M-V with the def2-TZVPD basis set.

Structure (ORCA input):
```
! RIJCOSX wB97M-V def2-TZVPD def2/J DEFGRID3
* xyz 0 1
Tl 1.39390 0.16850 -0.05086
P -1.77372 -0.65770 0.22445
F 5.70481 -2.45765 -4.39057
O 4.92511 1.30814 -1.54053
O -4.51958 2.35943 -1.50654
N -2.56034 1.25464 -1.49073
C -4.36290 0.39201 -0.11523
C -0.44330 -4.00658 2.28959
C -2.28463 2.45900 -2.27423
C -1.05299 -1.35400 2.77334
C -5.72568 0.47964 0.14352
C 0.56662 2.32436 2.78454
C -1.79093 -1.68484 -1.28618
C -0.26299 -3.48129 3.55965
C 1.92355 -2.06211 -0.26153
C -1.25283 -1.87146 1.48962
C -1.01288 -1.99137 -3.55417
C -1.67260 3.76492 -0.17703
C -5.52212 -1.23937 1.80116
C -3.56558 -0.52230 0.57552
C 3.45158 -2.33571 -3.71398
C -0.93979 -3.21084 1.26344
C 2.52406 -2.24830 -2.68455
C 3.28786 -0.96849 2.81769
C -1.80310 -3.12833 -3.67640
C -6.31386 -0.34193 1.09494
C -2.58546 -2.81624 -1.42407
C -3.74976 1.32359 -1.08097
C -4.16097 -1.32048 1.54102
C -1.22712 3.31551 -1.55764
C -0.57560 -2.14962 3.80280
C -0.82203 4.49972 -2.42600
C -2.58715 -3.54080 -2.60894
C -3.67430 3.10540 -2.42308
C 4.30149 0.73684 -0.79176
C 1.42591 2.35770 0.43851
C 2.40152 3.85395 2.10804
C 1.81693 2.45671 1.90157
C 2.83726 1.35621 2.24362
C 2.91666 -2.19159 -1.34490
C 4.28756 -2.23443 -1.07308
C 4.65255 -0.75797 2.69811
C 4.21514 1.55023 2.13617
C 2.40001 0.07842 2.60571
C 5.10783 0.51363 2.36682
C -1.01154 -1.27938 -2.36583
C 5.22989 -2.32695 -2.08560
C 4.79164 -2.37082 -3.39390
H 2.90490 -1.94552 3.09139
H -1.88631 2.16923 -3.25164
H -3.21982 -3.13398 -0.60159
H -3.55630 -2.02639 2.10715
H -0.04417 3.21951 2.66894
H -1.07079 -3.64300 0.28041
H -1.28590 -0.31426 2.97153
H 1.34014 -0.10871 2.74629
H -2.03308 2.92755 0.42090
H 0.80826 2.20175 3.84538
H -0.34965 2.67312 -1.41533
H 0.94246 -2.48557 -0.47522
H 4.60588 2.52334 1.87309
H 5.35226 -1.56525 2.87077
H -1.81554 -3.68326 -4.60535
H -5.95502 -1.88013 2.55734
H -0.43491 -1.72612 4.78889
H 3.22022 4.06506 1.41878
H 0.12014 -4.10403 4.35742
H 6.28960 -2.36556 -1.87421
H 2.28129 -2.29942 0.73419
H -0.04873 1.48532 2.46204
H -3.70119 4.15179 -2.12521
H -0.41303 -0.37703 -2.28495
H -0.02677 5.07220 -1.94812
H -6.31412 1.20068 -0.40524
H 4.61959 -2.19217 -0.04191
H 3.14703 -2.38220 -4.75011
H -0.19598 -5.04097 2.09040
H -2.46227 4.52281 -0.23365
H -0.82629 4.19554 0.35517
H 1.62612 4.59825 1.92746
H -4.09118 3.00383 -3.42459
H 2.27110 2.69311 -0.18889
H 2.76418 3.97824 3.13009
H -0.45650 4.17655 -3.40331
H -0.40904 -1.65267 -4.38654
H 1.46520 -2.22802 -2.92280
H -7.37516 -0.27175 1.28874
H 6.17106 0.70118 2.28182
H -3.20537 -4.42418 -2.70101
H -1.66053 5.18309 -2.59001
*
```

## Properties
gap between HOMO and LUMO: 6.26 eV
DFT total energy: -66516.9612 eV
energy relative to the best compared isomer or geometry (same formula, charge and spin): 6.8 kcal/mol
LUMO energy: 0.17 eV